Below is a molecular structure, C5H7NO at a distorted geometry, with properties calculated with wB97M-V/def2-TZVPD.

Summary:
Total charge: 0
Relative energy (zero: lowest compared OMol25 entry of this formula, charge and spin): 398.7 kJ/mol
Multiplicity: 1
HOMO energy: -9.3 eV
HOMO-LUMO gap: 10.42 eV
LUMO energy: 1.107 eV

Geometry (Å):
1 N 1.6420 -1.8509 0.5003
2 C 0.9349 -0.8511 0.4423
3 O 1.1709 0.4785 -0.7846
4 C 0.2662 1.5052 -0.3979
5 C -0.8916 0.7495 0.2431
6 C -1.0147 -0.5381 -0.4847
7 C -0.3721 -0.4646 0.9306
8 H 2.2154 -2.2087 -0.2521
9 H -0.1257 2.0891 -1.2552
10 H 0.7528 2.2001 0.2923
11 H -1.7460 1.2525 0.6775
12 H -0.0753 -0.3813 -1.1970
13 H -1.9392 -1.1059 -0.5535
14 H -0.8176 -0.8742 1.8390

Forces on the atoms, in the same order (eV/Å):
N -0.7 0.5 -0.1
C 1.1 0.9 -0.7
O 0.8 -0.5 1.5
C 0.1 -0.1 0.3
C 0.0 0.3 0.2
C -0.2 0.2 -0.4
C 0.3 0.0 -0.3
H 0.4 0.6 0.2
H 0.5 -0.5 0.1
H -0.1 0.0 0.1
H 0.1 0.1 0.0
H -2.7 -1.6 0.2
H 0.2 0.2 -0.3
H 0.3 -0.1 -0.6

Löwdin population analysis, charges in e, atoms 1 to 6: atom 1 (N): 0.19, atom 2 (C): -0.20, atom 3 (O): -0.20, atom 4 (C): -0.22, atom 5 (C): -0.24, atom 6 (C): -0.05